# C6H7N3S

A cluster of 2 separate species, C6H7N3S in total (the ωB97M-V functional and the def2-TZVPD basis, the Open Molecules 2025 dataset).

Last column: natural (NBO) charge in e.
Positions of all 17 atoms, in Å:
C -1.509314 0.592706 -2.363901  -0.17
C -0.586354 -0.533125 -0.426324  0.02
C 0.830924 2.213094 -0.291827  0.08
C 1.100597 -1.251294 1.669926  -0.42
C -0.143060 -0.593807 2.230162  -0.43
C -0.075313 -0.782282 0.782789  -0.11
N -0.515434 -0.120813 -2.646677  -0.21
N 0.056977 -0.702073 -1.647384  -0.41
N 1.519073 1.317851 -0.141491  -0.34
S -2.074793 0.451913 -0.652789  0.23
H -2.030156 1.289218 -3.101904  0.23
H 0.003980 2.866140 -0.613688  0.25
H 0.976523 -0.982876 -1.826978  0.41
H 2.024732 -0.621889 1.538384  0.23
H 1.256822 -2.296875 2.008419  0.22
H -0.631241 -1.247659 2.902143  0.21
H -0.203961 0.401771 2.581140  0.21

Atomic forces in eV per Å
-2.2 1.4 -0.5
0.7 0.2 2.6
-1.7 1.0 -1.0
0.5 1.3 -1.2
0.1 0.0 -0.6
0.4 -1.9 0.5
0.0 1.8 -2.9
-1.2 -1.1 1.3
1.1 -0.1 0.3
1.1 -0.4 -0.9
0.7 -1.4 1.1
1.0 -0.4 0.6
1.3 -0.6 0.5
-1.0 -0.9 0.3
-0.2 0.7 -0.7
-1.1 -0.7 0.2
0.5 1.1 0.4

Output
- molecular weight (Da) = 153.2
- multiplicity = 1
- HOMO-LUMO gap (eV) = 7.86
- highest occupied orbital energy (eV) = -7.24
- energy above the lowest of the compared OMol25 structures with the same formula, charge and spin (kcal per mole) = 75.7
- lowest unoccupied orbital energy (eV) = 0.6
- structure (SMILES) = C1=NNC(=C2CC2)S1.C#N
- total charge = 0